Entry 1:
The following is a DFT calculation (wB97M-V/def2-TZVPD) of C57H52ClFMnN2PSi2 as an isolated structure in a non-equilibrium geometry.

## Properties
net charge	-1
multiplicity	6
molecular weight	961.6	g/mol
Kohn-Sham gap (alpha / beta)	6.50 / 6.63	eV
largest force on an atom	2.030	eV/A

Structure (XYZ):
```
117
Properties=species:S:1:pos:R:3:forces:R:3
Mn 0.239922 0.202059 0.376399 0.666 0.028 0.957
C 0.538348 -1.408261 4.999484 -0.050 0.131 -0.165
Si -0.537927 -0.623013 3.637523 -0.331 -0.295 0.056
C -2.074899 0.060711 4.518873 0.217 0.063 -0.134
C -1.172127 -2.020829 2.512908 0.161 0.139 0.165
N 0.245348 0.498477 2.606923 -0.041 -0.369 -0.741
C 0.909841 1.603825 3.047916 0.237 0.167 0.155
C 1.249473 1.875921 4.392385 -0.110 -0.172 -0.120
C 1.929202 3.019367 4.772627 0.071 0.144 0.104
C 2.314240 3.973860 3.841205 -0.028 -0.059 0.041
C 1.973752 3.767251 2.509913 0.014 0.049 -0.012
C 1.294201 2.628801 2.163304 0.018 -0.055 0.052
F 0.936813 2.485562 0.847773 -0.017 0.230 0.067
H 0.303833 -2.468587 5.125646 -0.047 0.004 -0.009
H 0.378722 -0.915831 5.962257 0.008 -0.018 0.001
H 1.597577 -1.321915 4.752878 0.058 -0.014 -0.026
H -2.464081 -0.669085 5.235036 0.032 -0.034 -0.013
H -2.867608 0.285806 3.800777 0.016 0.031 -0.014
H -1.858400 0.982394 5.066077 0.016 -0.003 -0.006
H -2.162762 -2.371310 2.813552 0.001 0.029 0.047
H -0.513095 -2.893267 2.509055 0.060 0.030 -0.047
H -1.264332 -1.652130 1.488247 -0.086 -0.093 -0.088
H 0.964025 1.144695 5.140499 0.064 0.081 0.025
H 2.159059 3.174152 5.820972 0.015 -0.043 -0.011
H 2.857792 4.859886 4.139654 -0.020 0.013 0.000
H 2.216839 4.487053 1.738231 0.002 -0.031 -0.014
Cl -2.721992 -1.936519 -2.325835 -0.270 0.312 0.055
C -2.343704 -3.377561 -1.460732 0.489 -0.132 0.186
C -3.350442 -4.314452 -1.305764 -0.122 -0.023 -0.018
C -3.072822 -5.529667 -0.705067 0.050 -0.015 0.010
C -1.780925 -5.797172 -0.286590 -0.018 -0.114 0.059
C -0.786833 -4.841724 -0.417714 0.058 0.138 -0.059
C -1.035609 -3.590341 -0.983919 -0.497 0.052 -0.074
P 0.174013 -2.187543 -1.052506 0.384 -0.730 -0.517
C 0.314651 -1.971728 -2.871758 0.002 0.156 0.139
C 0.232601 -3.051717 -3.748062 0.028 0.029 -0.027
C 0.450236 -2.860584 -5.102185 0.008 -0.057 0.013
C 0.767311 -1.596819 -5.587125 0.011 0.018 0.008
C 0.840496 -0.519196 -4.719022 0.024 0.070 -0.109
C 0.603593 -0.705360 -3.364699 -0.214 -0.174 0.163
C 1.773310 -3.064667 -0.776892 0.007 -0.031 0.185
C 1.992586 -3.743059 0.425242 -0.024 -0.039 -0.112
C 3.183340 -4.405074 0.669850 0.058 -0.064 -0.006
C 4.202036 -4.362489 -0.269884 0.008 0.016 -0.029
C 4.027488 -3.627699 -1.431654 0.103 0.013 0.007
C 2.825875 -2.984105 -1.687501 -0.137 0.010 0.056
H -4.346524 -4.077793 -1.656627 0.035 0.001 -0.034
H -3.853802 -6.268044 -0.578975 -0.028 0.024 -0.013
H -1.536305 -6.755524 0.154232 -0.015 0.007 0.006
H 0.207174 -5.090845 -0.082299 0.004 0.004 -0.014
H -0.001280 -4.040704 -3.373286 0.013 -0.025 0.020
H 0.384994 -3.701624 -5.781845 -0.006 -0.001 0.007
H 0.959461 -1.457473 -6.643970 -0.019 0.015 0.001
H 1.089548 0.467229 -5.090351 -0.020 0.009 0.058
H 0.640163 0.134676 -2.682797 -0.047 -0.098 -0.169
H 1.225276 -3.736444 1.189877 -0.005 -0.034 0.035
H 3.331316 -4.937189 1.601449 -0.051 0.020 0.014
H 5.135285 -4.882270 -0.092880 0.003 0.034 0.048
H 4.839361 -3.545822 -2.144057 -0.033 -0.005 -0.028
H 2.715939 -2.408949 -2.596176 0.008 -0.001 -0.025
C -3.454867 4.886017 2.602124 0.036 -0.023 0.018
C -3.895519 4.763915 1.289620 -0.057 0.036 -0.023
C -3.395360 3.759343 0.476802 -0.011 0.013 -0.024
C -2.447580 2.841037 0.939302 0.467 -0.248 -0.035
C -2.025634 2.980738 2.260081 -0.021 -0.023 0.031
C -2.514839 3.989876 3.083153 -0.056 0.047 0.059
Si -1.840802 1.384770 -0.218712 -1.591 1.189 -0.415
C -3.644834 0.672459 -0.365851 0.425 -0.173 -0.151
C -4.585678 1.073149 -1.315368 0.010 -0.073 -0.014
C -5.889652 0.594336 -1.294981 -0.040 0.015 -0.013
C -6.290267 -0.308853 -0.321281 -0.004 0.012 0.007
C -5.372651 -0.720397 0.635838 -0.062 -0.041 0.045
C -4.076174 -0.229671 0.609937 0.146 -0.057 -0.002
C -1.609463 2.384006 -1.863877 -0.109 -0.256 0.222
C -1.877679 1.818520 -3.113601 0.042 0.006 0.054
C -1.754102 2.550733 -4.286704 0.026 -0.033 -0.074
C -1.328438 3.870542 -4.239143 0.026 0.009 -0.015
C -0.998471 4.435892 -3.014484 0.057 0.016 -0.036
C -1.132270 3.697237 -1.847159 -0.032 -0.005 -0.006
H -3.841987 5.671450 3.240839 -0.003 0.002 -0.011
H -4.637179 5.453554 0.901384 0.018 0.000 -0.012
H -3.752144 3.690215 -0.544340 -0.027 -0.006 -0.029
H -1.306137 2.283986 2.664657 -0.030 -0.008 -0.034
H -2.156367 4.071808 4.103468 0.007 -0.014 -0.011
H -4.302374 1.768217 -2.095544 0.027 0.055 -0.024
H -6.598517 0.933476 -2.042494 0.011 -0.014 -0.006
H -7.308064 -0.680509 -0.303120 0.012 -0.013 -0.006
H -5.668853 -1.427417 1.403283 0.007 0.022 0.004
H -3.371748 -0.564022 1.367253 -0.035 -0.008 0.000
H -2.194899 0.781785 -3.171088 -0.061 0.010 -0.020
H -1.992962 2.092075 -5.239965 0.011 -0.011 0.011
H -1.247947 4.451877 -5.150007 0.023 -0.004 -0.001
H -0.640927 5.458340 -2.970833 0.004 -0.004 0.015
H -0.869006 4.151355 -0.897772 -0.056 0.042 -0.004
C 4.871391 -0.586489 2.861967 0.009 -0.038 0.061
C 3.735822 -1.350853 2.635599 0.056 0.020 0.082
C 2.869436 -1.041080 1.605056 -0.085 0.262 -0.168
C 3.116171 0.025106 0.723189 0.421 -0.063 0.031
C 4.257147 0.809499 0.993658 -0.165 -0.037 -0.056
C 5.107586 0.508631 2.040858 0.078 -0.009 -0.034
N 2.241139 0.303878 -0.321576 -0.281 -0.319 0.406
C 2.753781 0.881810 -1.468843 -0.076 0.106 -0.128
C 3.980751 0.488311 -2.038027 -0.093 -0.007 0.033
C 4.411666 1.019847 -3.240136 -0.016 0.032 -0.019
C 3.654388 1.974119 -3.911331 0.055 0.003 -0.059
C 2.442823 2.373991 -3.363413 0.002 0.068 -0.073
C 1.994115 1.834734 -2.170199 0.215 0.097 0.226
H 5.548251 -0.830927 3.671024 0.003 0.011 -0.008
H 3.531951 -2.211165 3.263689 -0.060 0.018 0.031
H 1.974487 -1.629800 1.460603 0.043 0.030 0.055
H 4.448691 1.676644 0.374757 0.042 -0.008 -0.027
H 5.975077 1.135452 2.214685 -0.024 0.024 0.013
H 4.582278 -0.253051 -1.526742 -0.009 -0.021 0.016
H 5.348965 0.679687 -3.666753 0.018 0.016 0.028
H 4.008617 2.400953 -4.841673 -0.022 -0.011 -0.006
H 1.843782 3.122798 -3.870132 -0.065 -0.022 0.039
H 1.045479 2.150699 -1.748310 0.084 0.050 -0.042
```
Forces are in eV/Å.

=====

Entry 2:
The following is a DFT calculation (wB97M-V/def2-TZVPD) of a 2-piece molecular cluster, C3H10NO overall in a non-equilibrium geometry.

## Properties
net charge	0
multiplicity	2
molecular weight	76.1	g/mol
Kohn-Sham gap (alpha / beta)	11.13 / 7.98	eV
largest force on an atom	5.155	eV/A

Structure (XYZ):
```
15
Properties=species:S:1:pos:R:3:forces:R:3
N 1.974186 3.156570 1.953241 -0.250 -0.320 0.329
H 2.537690 2.310925 2.128711 -0.386 0.783 0.044
H 1.068233 3.033153 2.408238 0.222 -0.284 -0.277
H 2.366122 3.948644 2.451250 0.411 -0.182 -0.101
C -0.865205 -2.364002 -0.891402 -2.035 0.784 4.671
O -0.414269 -2.511490 -2.071612 1.317 -0.676 -2.378
C -1.350621 -0.900252 -0.528340 -0.415 0.173 -1.049
C -0.155311 -0.019706 -0.954283 0.212 0.309 1.557
H -0.048239 -2.524711 -0.045143 -0.832 -0.305 -1.515
H -1.714480 -3.069527 -0.646470 0.848 -0.033 -0.002
H -1.679825 -0.796299 0.553336 0.570 -0.215 -1.291
H -2.259601 -0.723701 -1.187074 0.973 -0.002 0.811
H -0.361477 1.047145 -1.162811 0.032 -0.530 0.540
H 0.264218 -0.427238 -1.856736 0.110 -0.129 -0.401
H 0.638579 -0.159511 -0.150906 -0.776 0.627 -0.938
```
Forces are in eV/Å.

=====

Entry 3:
The following is a DFT calculation (wB97M-V/def2-TZVPD) of C5F15O15S5Sr as an isolated structure in a non-equilibrium geometry.

## Properties
net charge	-2
multiplicity	2
molecular weight	833.0	g/mol
Kohn-Sham gap (alpha / beta)	8.35 / 3.03	eV
largest force on an atom	5.300	eV/A

Structure (XYZ):
```
41
Properties=species:S:1:pos:R:3:forces:R:3
Sr -0.579506 0.236376 -0.326916 -0.995 -0.002 0.060
C 0.289334 -4.186494 1.692584 -2.545 0.805 -0.328
F 0.821094 -3.256394 2.498344 0.160 -0.513 -0.094
F 1.168854 -4.613564 0.831854 1.561 -0.442 -0.628
F -0.122386 -5.250804 2.430474 0.463 0.697 -0.131
S -1.237296 -3.484774 0.757144 -1.542 1.748 0.814
O -1.714136 -4.614664 -0.039896 1.509 1.269 -0.348
O -2.126766 -3.238534 1.879414 0.670 0.114 -0.255
O -0.825916 -2.152334 0.097994 0.168 -4.137 0.808
C 1.239574 4.695596 -0.241386 -1.717 -1.783 1.311
F 0.271664 5.197556 0.604174 1.039 -0.913 -0.489
F 1.843224 5.757986 -0.709976 1.113 0.073 -0.251
F 2.103584 3.878276 0.532664 -1.283 1.841 -1.500
S 0.369044 3.685876 -1.653306 -0.481 0.034 -0.140
O 1.481704 3.377236 -2.563696 -1.168 0.073 1.330
O -0.283536 2.541696 -0.961096 1.628 1.269 -0.431
O -0.644666 4.610956 -2.136376 1.101 -0.218 0.223
C -3.958716 0.510166 -3.667446 0.537 -0.143 0.934
F -4.116606 1.779026 -3.272176 -0.344 -0.398 0.726
F -5.109306 -0.190934 -3.505876 0.507 0.591 -0.062
F -3.710686 0.622756 -4.966696 0.253 -0.803 -0.407
S -2.520896 -0.383134 -2.697406 1.816 0.913 0.186
O -2.825176 -0.476234 -1.257376 -1.077 0.146 -1.410
O -2.323856 -1.623144 -3.393156 -0.894 -0.076 -0.198
O -1.367786 0.541866 -2.848956 -1.137 -0.485 -0.183
C 4.146224 -1.477364 -0.473416 -0.878 2.697 0.932
F 3.801514 -2.222464 -1.474686 -0.257 -1.261 -0.130
F 3.738364 -1.927324 0.742644 0.849 0.091 -1.728
F 5.467194 -1.266334 -0.521216 -0.503 -0.296 0.517
S 3.203404 0.207116 -0.801136 1.155 -0.257 0.270
O 3.512864 0.550386 -2.204166 0.130 0.014 1.285
O 1.819364 -0.139444 -0.669046 0.101 -0.379 -0.123
O 3.618244 1.192766 0.198064 0.136 -0.682 -1.140
C -0.427716 -0.375204 4.364544 -3.509 0.168 -3.968
F 0.743214 -0.934244 4.159834 0.744 0.268 1.792
F -1.372946 -1.364564 4.290364 1.027 0.571 0.966
F -0.717576 0.381016 5.432804 1.658 -1.070 -0.168
S -0.835776 0.662956 2.741854 -1.556 2.746 -0.263
O -1.480946 1.862546 3.298774 0.609 -1.608 -0.062
O 0.370214 1.029106 1.967424 0.421 -0.906 0.813
O -1.706496 -0.143304 1.864464 0.531 0.244 1.470
```
Forces are in eV/Å.